# 1
Here is a 2-piece molecular cluster, C4H12O2 overall from OMol25. Energies are from ωB97M-V/def2-TZVPD.

Structure (XYZ):
```
18
Properties=species:S:1:pos:R:3:forces:R:3
C 1.6643 2.2439 -0.5960 -2.384 0.162 -1.851
C 0.7365 1.2903 0.1842 0.502 1.276 -0.818
C 0.3179 0.1122 -0.7165 0.965 -1.671 1.817
C -0.9148 -0.5175 -0.1090 1.031 -1.394 -0.446
O 1.3962 -0.8956 -0.6944 0.152 0.615 0.084
H 1.0970 2.5230 -1.5486 1.013 -0.777 0.591
H 2.6569 1.8653 -0.8303 -0.076 0.192 0.212
H 1.5783 3.2001 -0.1481 1.041 0.967 0.972
H 1.3659 1.0321 1.0932 -1.517 -0.406 -0.775
H -0.2274 1.8969 0.4330 1.734 -1.195 -0.065
H 0.1688 0.3094 -1.7595 -0.107 0.989 -0.466
H -1.1450 -0.0993 0.8450 -0.281 -0.005 0.556
H -1.7292 -0.4368 -0.7763 -1.254 0.277 -0.574
H -0.6854 -1.6029 -0.0330 -0.328 0.621 0.289
H 1.2498 -1.5896 -1.3562 -0.204 0.522 0.206
O -2.6877 -1.7810 1.7778 -0.751 -0.957 -2.440
H -2.8368 -2.0785 0.8117 0.145 0.914 2.309
H -1.9838 -2.3800 2.0250 0.320 -0.132 0.398
```
Positions in Å, forces in eV/Å.

SMILES	CC[C@H](C)O.O
molecular weight	92.14	g/mol
multiplicity	1
frontier orbital gap	0.39922	Ha
DFT total energy	-8436.4271	eV

For each atom in turn, the natural (NBO) charge in e is: -0.61, -0.41, 0.09, -0.63, -0.75, 0.19, 0.22, 0.21, 0.23, 0.21, 0.17, 0.23, 0.20, 0.20, 0.46, -0.93, 0.47, 0.47

=====

# 2
Here is a 2-piece molecular cluster, C4H12O2S overall from OMol25. Energies are from ωB97M-V/def2-TZVPD.

Structure (XYZ):
```
19
Properties=species:S:1:pos:R:3:forces:R:3
C -1.8939 -0.1172 0.9871 1.473 2.002 0.616
O -2.3454 1.2099 1.4596 0.470 -2.147 -0.598
C -0.3725 -0.2608 1.2307 0.640 0.836 0.101
C 0.6102 0.2121 0.1023 0.081 0.493 0.703
C 2.1371 -0.2191 0.4886 -1.486 0.461 -0.910
S 3.3960 0.6052 -0.4673 -0.269 0.483 0.023
H -2.2172 -0.8839 1.6719 -1.284 -0.001 -0.244
H -2.0840 -0.2321 -0.0754 -0.734 -0.445 0.002
H -1.9506 1.7942 0.8162 -0.163 0.702 -0.165
H -0.2181 -1.3616 1.2122 0.217 0.585 1.107
H -0.2520 0.3822 2.1904 0.449 -1.798 -1.207
H 0.5878 1.3335 -0.0104 -0.014 -1.088 -0.128
H 0.2614 -0.3155 -0.8103 0.686 0.554 0.246
H 2.3019 -0.0502 1.5652 0.110 0.023 -0.222
H 2.3731 -1.2470 0.2084 -0.237 -0.234 0.479
H 2.8831 1.8708 -0.6062 0.069 -0.423 0.228
H -1.0431 -1.6637 -3.6065 -0.579 1.410 0.089
H -0.7846 -0.3223 -2.8516 -0.579 -0.383 -0.734
O -1.3892 -0.7347 -3.5049 1.152 -1.030 0.614
```
Positions in Å, forces in eV/Å.

molecular weight	124.20	g/mol
expectation value of S²	0.753
multiplicity	2
frontier orbital gap (alpha / beta)	0.35207 / 0.16104	Ha
charge	+1
DFT total energy	-19262.2327	eV

For each atom in turn, the natural (NBO) charge in e is: -0.07, -0.69, -0.44, -0.39, -0.61, 0.72, 0.21, 0.18, 0.45, 0.22, 0.25, 0.21, 0.22, 0.31, 0.27, 0.16, 0.48, 0.45, -0.92

=====

# 3
Here is a 2-piece molecular cluster, C4H12O2S2 overall from OMol25. Energies are from ωB97M-V/def2-TZVPD.

Structure (XYZ):
```
20
Properties=species:S:1:pos:R:3:forces:R:3
C 0.0777 3.6626 -2.9091 -0.352 -4.359 -1.349
S 0.0575 3.2971 -1.1851 0.068 1.086 2.036
S -0.7089 1.5039 -0.7114 0.123 -1.502 0.814
C 0.7737 0.5787 0.1046 1.480 1.993 1.068
C 0.4970 -0.8048 0.7030 -3.077 0.836 1.346
C 1.4235 -1.2442 1.8145 2.802 1.906 -0.841
O 1.7572 -0.0600 2.6590 -3.402 -2.213 1.674
H 1.0548 3.3898 -3.2496 0.588 -0.171 -0.633
H -0.6708 3.0070 -3.4867 0.887 1.454 0.800
H -0.0036 4.6806 -3.0085 -0.802 2.368 -0.287
H 1.4957 0.6794 -0.7459 -0.171 -0.657 1.085
H 1.1918 1.1629 1.0884 -1.172 -0.811 -2.891
H 0.2031 -1.5601 -0.0111 0.358 -0.412 -0.205
H -0.4159 -0.6828 1.3736 0.140 0.230 -1.282
H 1.0875 -2.0493 2.4606 -0.172 -0.182 -0.362
H 2.3805 -1.4499 1.3366 0.235 -0.635 0.390
H 0.9529 -0.1557 3.3080 2.469 1.066 -1.362
O -3.7816 -4.6377 -0.2223 0.429 0.227 1.337
H -4.1325 -5.3473 0.3814 0.806 1.417 -0.643
H -3.2397 -3.9702 0.3000 -1.238 -1.642 -0.696
```
Positions in Å, forces in eV/Å.

SMILES	CSSCCCO.O
molecular weight	156.27	g/mol
multiplicity	1
frontier orbital gap	0.31278	Ha
DFT total energy	-30106.0997	eV

For each atom in turn, the natural (NBO) charge in e is: -0.76, 0.09, 0.04, -0.52, -0.46, -0.07, -0.72, 0.21, 0.24, 0.23, 0.22, 0.26, 0.22, 0.19, 0.18, 0.18, 0.46, -0.95, 0.48, 0.48

=====

# 4
Here is a 3-piece molecular cluster, C4H12O3 overall from OMol25. Energies are from ωB97M-V/def2-TZVPD.

Structure (XYZ):
```
19
Properties=species:S:1:pos:R:3:forces:R:3
C -0.1786 -0.0574 2.6768 -0.227 -0.494 0.139
C -0.5232 0.8745 1.5666 0.270 0.779 0.238
C -0.9084 0.5939 0.3367 0.493 -0.109 -1.270
C -0.6212 1.5030 -0.8469 -0.082 -0.574 0.255
O -1.2557 -0.6625 -0.1154 -0.564 0.089 0.147
H 0.7437 0.2478 3.1698 0.070 0.111 -0.101
H -0.0302 -1.0694 2.2995 0.026 -0.056 -0.101
H -0.9153 -0.1456 3.4693 -0.310 0.173 0.133
H -0.2572 1.9242 1.6565 0.062 -0.060 0.353
H -0.9881 2.5187 -0.7061 0.289 -0.002 -0.023
H -1.0130 1.0752 -1.7630 -0.487 0.056 0.003
H 0.4558 1.4325 -0.9994 0.097 0.615 0.016
H -1.9076 -1.0346 0.4867 0.244 -0.297 0.103
O 0.8341 -2.4937 0.1052 0.288 0.128 -0.020
H 0.5778 -1.6783 -0.3490 -0.234 -0.254 0.080
H 1.5820 -2.2265 0.6474 0.073 -0.111 0.006
O 1.3524 -0.1516 -3.5139 0.032 -0.022 -0.176
H 2.2431 -0.1858 -3.8758 0.090 0.036 0.118
H 0.8094 -0.4643 -4.2449 -0.130 -0.005 0.100
```
Positions in Å, forces in eV/Å.

SMILES	C/C=C(/C)O.O.O
molecular weight	108.14	g/mol
multiplicity	1
frontier orbital gap	0.34335	Ha
DFT total energy	-10484.1590	eV

For each atom in turn, the natural (NBO) charge in e is: -0.65, -0.30, 0.31, -0.67, -0.72, 0.22, 0.22, 0.21, 0.20, 0.22, 0.23, 0.23, 0.49, -0.95, 0.48, 0.46, -0.94, 0.47, 0.47